1.
Formula: C40H35BIN8O6P2Pb
Source: the OMol25 dataset
Level of theory: wB97M-V/def2-TZVPD

Summary:
**Max |F|**: 0.21 eV/Å
**Energy above the lowest of the compared OMol25 structures with the same formula, charge and spin**: 0.00 kcal per mole
**Lowest unoccupied orbital energy**: 2.3 eV
**Kohn-Sham gap**: 6.88 eV

```
! RIJCOSX wB97M-V def2-TZVPD def2/J DEFGRID3
* xyz -1 1
Pb -1.584 -0.115 -0.886
C -6.014 0.174 -2.509
C -4.653 -0.144 -2.587
N -4.062 0.076 -1.420
N -5.005 0.531 -0.574
C -6.187 0.596 -1.208
B -4.708 0.893 0.902
N -3.798 2.136 1.000
C -4.066 3.325 1.571
C -2.949 4.124 1.451
C -2.024 3.314 0.779
N -2.546 2.124 0.514
N -4.028 -0.306 1.598
C -4.388 -0.883 2.756
C -3.518 -1.922 3.017
C -2.635 -1.913 1.931
N -2.949 -0.935 1.090
H -6.758 0.099 -3.282
H -4.071 -0.525 -3.412
H -7.067 0.934 -0.685
H -5.749 1.131 1.458
H -5.030 3.513 2.016
H -2.818 5.132 1.804
H -1.006 3.534 0.493
H -5.242 -0.517 3.303
H -3.525 -2.595 3.857
H -1.804 -2.561 1.704
O 1.434 -5.101 -3.640
C 0.713 -4.276 -3.126
C 0.490 -4.077 -1.648
O 1.017 -4.706 -0.742
C -0.401 -2.929 -1.523
C -0.782 -2.454 -2.805
O -1.559 -1.456 -2.977
C -0.079 -3.207 -3.840
O -0.063 -2.974 -5.045
O -0.765 -2.371 -0.439
N 1.946 -0.231 0.818
P 1.920 0.261 -0.825
C 3.217 -0.810 -1.525
C 3.092 -2.178 -1.277
C 3.885 -3.096 -1.946
C 4.830 -2.652 -2.862
C 4.977 -1.291 -3.100
C 4.167 -0.372 -2.444
C 2.731 1.904 -0.728
C 2.005 3.013 -1.149
C 2.500 4.295 -0.950
C 3.730 4.477 -0.335
C 4.473 3.373 0.070
C 3.974 2.096 -0.129
P 0.464 -0.314 1.644
C 0.366 1.177 2.697
C 1.316 2.190 2.690
C 1.102 3.357 3.416
C -0.058 3.515 4.158
C -1.015 2.506 4.166
C -0.810 1.352 3.431
C 0.831 -1.637 2.853
C 0.978 -1.441 4.222
C 1.240 -2.518 5.060
C 1.364 -3.796 4.536
C 1.221 -3.999 3.169
C 0.949 -2.930 2.332
H 2.819 -0.318 1.327
H 2.356 -2.536 -0.566
H 3.734 -4.154 -1.769
H 5.443 -3.366 -3.397
H 5.712 -0.941 -3.815
H 4.246 0.683 -2.674
H 1.055 2.862 -1.651
H 1.925 5.151 -1.280
H 4.117 5.476 -0.177
H 5.439 3.511 0.541
H 4.558 1.237 0.186
H 2.217 2.082 2.100
H 1.846 4.145 3.393
H -0.226 4.426 4.718
H -1.935 2.633 4.722
H -1.577 0.582 3.406
H 0.889 -0.446 4.640
H 1.352 -2.355 6.125
H 1.568 -4.634 5.192
H 1.313 -4.991 2.745
H 0.810 -3.110 1.269
N 1.709 -0.618 -4.879
C 1.083 0.474 -4.389
O 1.611 1.271 -3.633
C -0.353 0.605 -4.868
I -1.377 2.183 -3.901
H 2.604 -0.850 -4.474
H 1.151 -1.389 -5.235
H -0.900 -0.300 -4.605
H -0.401 0.762 -5.943
*
```

***

2.
Formula: C40H35N4O2PSc
Source: the OMol25 dataset
Level of theory: wB97M-V/def2-TZVPD

Summary:
**Max |F|**: 3.96 eV/Å
**Energy above the lowest of the compared OMol25 structures with the same formula, charge and spin**: 36.22 kcal per mole
**Lowest unoccupied orbital energy (spin up / spin down)**: -4.2 / -3.9 eV
**Kohn-Sham gap (spin up / spin down)**: 5.53 / 5.94 eV

```
! RIJCOSX wB97M-V def2-TZVPD def2/J DEFGRID3
* xyz 1 1
Sc -0.204 0.789 -0.181
C 1.004 5.726 -2.522
C 0.373 5.959 -1.311
C 0.327 4.972 -0.347
C 0.912 3.721 -0.580
C 1.554 3.499 -1.806
C 1.600 4.496 -2.761
N 0.773 2.678 0.335
C 0.926 2.878 1.643
C 1.596 3.983 2.243
C 1.651 4.110 3.599
C 1.062 3.152 4.456
C 0.443 2.056 3.936
C 0.363 1.882 2.532
N -0.281 0.882 1.917
N -1.000 0.024 2.601
C -1.790 -0.776 1.841
C -2.480 -1.840 2.451
C -3.357 -2.583 1.700
C -3.538 -2.266 0.354
C -2.814 -1.223 -0.185
N -1.957 -0.482 0.520
H 1.035 6.500 -3.272
H -0.088 6.914 -1.108
H -0.188 5.148 0.588
H 2.031 2.538 -1.980
H 2.107 4.325 -3.698
H 2.079 4.705 1.600
H 2.168 4.951 4.037
H 1.125 3.289 5.525
H 0.005 1.294 4.562
H -2.299 -2.046 3.494
H -3.901 -3.397 2.151
H -4.228 -2.821 -0.258
H -2.912 -0.960 -1.234
O 0.570 -0.126 -1.652
C 1.682 0.271 -1.201
C 2.718 -0.704 -0.963
C 4.096 -0.466 -1.010
C 4.973 -1.399 -0.503
C 4.500 -2.574 0.074
C 3.143 -2.820 0.129
C 2.233 -1.907 -0.392
P 0.437 -2.163 -0.286
C 0.157 -3.118 -1.813
C 1.059 -3.091 -2.870
C 0.808 -3.826 -4.014
C -0.346 -4.585 -4.116
C -1.265 -4.586 -3.079
C -1.021 -3.852 -1.934
C 0.390 -3.413 1.060
C 0.673 -2.872 2.315
C 0.655 -3.663 3.445
C 0.346 -5.010 3.334
C 0.063 -5.553 2.093
C 0.082 -4.763 0.956
H 4.463 0.434 -1.480
H 6.034 -1.216 -0.547
H 5.197 -3.296 0.474
H 2.781 -3.741 0.563
H 1.961 -2.501 -2.804
H 1.521 -3.812 -4.824
H -0.531 -5.168 -5.005
H -2.172 -5.167 -3.165
H -1.734 -3.847 -1.120
H 0.929 -1.817 2.385
H 0.880 -3.232 4.410
H 0.331 -5.635 4.213
H -0.169 -6.604 2.006
H -0.119 -5.203 -0.009
C -3.119 3.700 -1.956
C -3.783 3.234 -0.664
C -2.600 2.612 0.062
O -1.785 2.000 -0.959
C -2.159 2.549 -2.240
H -2.564 4.622 -1.788
H -3.825 3.854 -2.767
H -4.542 2.480 -0.874
H -4.235 4.042 -0.096
H -2.890 1.843 0.785
H -2.010 3.383 0.574
H -2.652 1.760 -2.820
H -1.257 2.868 -2.769
*
```

***

What did the first record say?
Formula: C40H35BIN8O6P2Pb
Source: the OMol25 dataset
Level of theory: wB97M-V/def2-TZVPD

Summary:
**Max |F|**: 0.21 eV/Å
**Energy above the lowest of the compared OMol25 structures with the same formula, charge and spin**: 0.00 kcal per mole
**Lowest unoccupied orbital energy**: 2.3 eV
**Kohn-Sham gap**: 6.88 eV

```
! RIJCOSX wB97M-V def2-TZVPD def2/J DEFGRID3
* xyz -1 1
Pb -1.584 -0.115 -0.886
C -6.014 0.174 -2.509
C -4.653 -0.144 -2.587
N -4.062 0.076 -1.420
N -5.005 0.531 -0.574
C -6.187 0.596 -1.208
B -4.708 0.893 0.902
N -3.798 2.136 1.000
C -4.066 3.325 1.571
C -2.949 4.124 1.451
C -2.024 3.314 0.779
N -2.546 2.124 0.514
N -4.028 -0.306 1.598
C -4.388 -0.883 2.756
C -3.518 -1.922 3.017
C -2.635 -1.913 1.931
N -2.949 -0.935 1.090
H -6.758 0.099 -3.282
H -4.071 -0.525 -3.412
H -7.067 0.934 -0.685
H -5.749 1.131 1.458
H -5.030 3.513 2.016
H -2.818 5.132 1.804
H -1.006 3.534 0.493
H -5.242 -0.517 3.303
H -3.525 -2.595 3.857
H -1.804 -2.561 1.704
O 1.434 -5.101 -3.640
C 0.713 -4.276 -3.126
C 0.490 -4.077 -1.648
O 1.017 -4.706 -0.742
C -0.401 -2.929 -1.523
C -0.782 -2.454 -2.805
O -1.559 -1.456 -2.977
C -0.079 -3.207 -3.840
O -0.063 -2.974 -5.045
O -0.765 -2.371 -0.439
N 1.946 -0.231 0.818
P 1.920 0.261 -0.825
C 3.217 -0.810 -1.525
C 3.092 -2.178 -1.277
C 3.885 -3.096 -1.946
C 4.830 -2.652 -2.862
C 4.977 -1.291 -3.100
C 4.167 -0.372 -2.444
C 2.731 1.904 -0.728
C 2.005 3.013 -1.149
C 2.500 4.295 -0.950
C 3.730 4.477 -0.335
C 4.473 3.373 0.070
C 3.974 2.096 -0.129
P 0.464 -0.314 1.644
C 0.366 1.177 2.697
C 1.316 2.190 2.690
C 1.102 3.357 3.416
C -0.058 3.515 4.158
C -1.015 2.506 4.166
C -0.810 1.352 3.431
C 0.831 -1.637 2.853
C 0.978 -1.441 4.222
C 1.240 -2.518 5.060
C 1.364 -3.796 4.536
C 1.221 -3.999 3.169
C 0.949 -2.930 2.332
H 2.819 -0.318 1.327
H 2.356 -2.536 -0.566
H 3.734 -4.154 -1.769
H 5.443 -3.366 -3.397
H 5.712 -0.941 -3.815
H 4.246 0.683 -2.674
H 1.055 2.862 -1.651
H 1.925 5.151 -1.280
H 4.117 5.476 -0.177
H 5.439 3.511 0.541
H 4.558 1.237 0.186
H 2.217 2.082 2.100
H 1.846 4.145 3.393
H -0.226 4.426 4.718
H -1.935 2.633 4.722
H -1.577 0.582 3.406
H 0.889 -0.446 4.640
H 1.352 -2.355 6.125
H 1.568 -4.634 5.192
H 1.313 -4.991 2.745
H 0.810 -3.110 1.269
N 1.709 -0.618 -4.879
C 1.083 0.474 -4.389
O 1.611 1.271 -3.633
C -0.353 0.605 -4.868
I -1.377 2.183 -3.901
H 2.604 -0.850 -4.474
H 1.151 -1.389 -5.235
H -0.900 -0.300 -4.605
H -0.401 0.762 -5.943
*
```